Entry 1:
{"formula": "C13H22MoNOSSi2", "method": "ωB97M-V with the def2-TZVPD basis set", "species": ["Mo", "O", "N", "C", "C", "C", "C", "C", "S", "H", "H", "H", "H", "C", "Si", "C", "C", "C", "C", "H", "H", "H", "H", "H", "H", "H", "H", "H", "C", "Si", "C", "C", "H", "H", "H", "H", "H", "H", "H", "H", "H"], "positions_angstrom": [[0.19900, 0.11550, 0.12860], [1.83620, 0.79550, 0.47600], [2.41620, 1.87490, 0.91500], [3.76100, 1.90350, 1.12620], [4.36510, 3.06000, 1.52060], [3.59620, 4.21570, 1.70110], [2.22850, 4.16420, 1.48870], [1.60590, 2.98560, 1.10190], [-0.06670, 2.76410, 0.83780], [4.26760, 0.96300, 0.96870], [5.43050, 3.06830, 1.68160], [4.06920, 5.13480, 2.00010], [1.61130, 5.03770, 1.61450], [-5.44600, 1.61020, -0.72900], [-4.87300, -0.08400, -0.05590], [-5.57070, -1.49340, -1.13730], [-5.47250, -0.39990, 1.72870], [-3.01900, -0.09420, -0.07260], [-1.78980, -0.03640, -0.07220], [-6.52850, 1.70260, -0.73730], [-5.09410, 1.75740, -1.74700], [-5.04650, 2.42060, -0.12640], [-6.65740, -1.47120, -1.10740], [-5.24810, -2.46600, -0.77260], [-5.26110, -1.41010, -2.17480], [-6.55650, -0.39880, 1.78500], [-5.09940, 0.35190, 2.41680], [-5.12480, -1.36830, 2.08100], [0.55200, -3.87520, -0.62980], [1.26370, -2.14220, -0.16970], [2.11980, -2.41880, 1.56110], [2.72200, -1.91130, -1.43930], [1.33150, -4.63340, -0.58800], [0.14150, -3.87980, -1.63520], [-0.23900, -4.17460, 0.05060], [2.92050, -3.15420, 1.53500], [1.39400, -2.75650, 2.30210], [2.54790, -1.48460, 1.93310], [3.44340, -2.72480, -1.40030], [3.26290, -0.98240, -1.24970], [2.34480, -1.86040, -2.46210]], "total_charge": 0, "orbital_gap_ev": [6.44, 6.25], "multiplicity": 2, "s2": 0.76, "homo_energy_ev": [-7.45, -7.12]}

---

Entry 2:
{"formula": "C13H22N2O7PS", "method": "ωB97M-V with the def2-TZVPD basis set", "species": ["C", "C", "C", "C", "C", "C", "C", "C", "O", "O", "C", "N", "C", "C", "C", "P", "C", "O", "N", "H", "H", "H", "H", "H", "H", "H", "H", "H", "H", "H", "H", "H", "H", "H", "H", "H", "H", "H", "H", "H", "H", "O", "S", "O", "O", "O"], "positions_angstrom": [[4.54169, 1.44448, 1.68301], [4.70883, 0.36039, 0.42507], [4.59872, 1.16157, -1.00893], [3.80037, 0.30408, -2.17846], [2.20397, 0.07953, -1.73594], [1.51988, -1.40937, -1.80257], [-0.08352, -1.50873, -1.34478], [-0.74262, -3.01806, -1.40138], [0.09834, -4.07480, -1.57946], [-2.16734, -3.34953, -1.24358], [-0.87824, -0.13574, -0.88381], [-2.34186, -0.19505, -0.51000], [-2.56931, -0.40246, 0.97012], [-3.99833, 0.36341, 1.37522], [-0.04127, 1.29742, -0.84506], [-0.75069, 2.98324, -0.29728], [-2.65793, 3.02759, -0.28598], [-0.24938, 4.10178, -1.58336], [1.44011, 1.30145, -1.27816], [4.78112, 0.92461, 2.72375], [5.31019, 2.34860, 1.58694], [3.43909, 1.84820, 1.74638], [3.93840, -0.52681, 0.48498], [5.79394, -0.07917, 0.50192], [4.09483, 2.20518, -0.77378], [5.67893, 1.37776, -1.40365], [4.33754, -0.69448, -2.47517], [3.74520, 1.03092, -3.12279], [2.15037, -2.36367, -2.14453], [-2.29481, -4.35214, -1.13353], [-2.89425, -0.84751, -1.10776], [-1.67745, 0.03363, 1.59237], [-2.76137, -1.55295, 1.22415], [-4.53980, 0.82650, 0.41991], [-3.83436, 1.26912, 2.11044], [-4.77901, -0.35656, 1.86840], [-2.99061, 4.12332, -0.60616], [-3.18024, 2.26658, -1.00582], [-3.00891, 2.92052, 0.84902], [-0.81356, 3.93728, -2.41330], [1.96840, 2.22489, -1.26226], [-4.15594, -4.25530, 1.82984], [-3.77910, -3.77899, 3.17323], [-4.51787, -4.54661, 4.19202], [-4.11194, -2.34836, 3.29874], [-2.33020, -3.96579, 3.37199]], "total_charge": -1, "orbital_gap_ev": 2.04, "multiplicity": 1, "homo_energy_ev": -2.91}

---

Entry 3:
{"formula": "C13H23AuI2NO4S2V", "method": "ωB97M-V with the def2-TZVPD basis set", "species": ["I", "I", "V", "Au", "S", "S", "C", "C", "C", "C", "C", "C", "C", "C", "C", "C", "C", "O", "O", "O", "H", "H", "H", "H", "H", "H", "H", "H", "H", "H", "H", "H", "H", "H", "H", "H", "H", "H", "C", "C", "N", "O", "H", "H", "H", "H", "H"], "positions_angstrom": [[2.86217, 1.71959, 0.70061], [3.61103, -1.23565, -1.71242], [1.15976, -1.07080, -1.47183], [-1.23766, 0.33588, -0.61766], [0.80072, 1.10715, -1.68623], [0.87794, -0.25822, 0.57059], [-3.13277, 0.65486, -0.54850], [0.59877, 1.95458, -3.47424], [1.43323, -1.47643, 2.21572], [1.54333, 1.28152, -4.44663], [-0.85610, 1.83786, -3.82870], [1.02946, 3.38393, -3.20426], [2.79709, -2.04928, 1.90835], [0.36974, -2.53188, 2.33537], [1.48045, -0.47649, 3.35369], [0.20625, -1.32723, -3.06197], [0.20184, -2.60161, -0.95589], [-4.20639, 0.95607, -0.28714], [-0.43919, -1.55045, -4.01709], [-0.40999, -3.57520, -0.71258], [1.28598, 0.22536, -4.61921], [2.57805, 1.35102, -4.07370], [1.47301, 1.84270, -5.39693], [-1.13601, 0.79853, -4.02701], [-1.06032, 2.43011, -4.73510], [-1.49149, 2.20238, -3.01076], [0.44201, 3.85085, -2.40559], [0.92831, 3.99517, -4.11097], [2.08574, 3.41805, -2.91798], [3.16508, -2.57825, 2.80124], [3.52560, -1.27186, 1.65532], [2.77650, -2.75711, 1.07372], [0.47347, -3.05099, 3.30052], [0.44280, -3.28218, 1.54682], [-0.63254, -2.09577, 2.27669], [1.76617, -0.96932, 4.29944], [0.51135, 0.01595, 3.49524], [2.22709, 0.30173, 3.14120], [-3.53066, -0.80014, 3.96751], [-2.84709, -0.04568, 2.87240], [-2.86872, 1.31758, 2.96651], [-2.21185, -0.58893, 1.96188], [-4.38181, -0.27086, 4.38812], [-2.80013, -0.99165, 4.75725], [-3.86526, -1.74841, 3.56874], [-2.19770, 1.85804, 2.42597], [-3.34728, 1.76548, 3.73949]], "total_charge": 4, "orbital_gap_ev": [5.12, 4.79], "multiplicity": 5, "s2": 6.34, "homo_energy_ev": [-21.44, -21.78]}

---

Entry 4:
{"formula": "C13H23BIrN6OSi", "method": "ωB97M-V with the def2-TZVPD basis set", "species": ["H", "N", "B", "N", "C", "Ir", "H", "C", "H", "C", "H", "C", "H", "H", "H", "N", "N", "N", "N", "C", "C", "H", "H", "C", "C", "C", "C", "H", "H", "H", "H", "H", "C", "Si", "C", "C", "O", "H", "H", "H", "H", "H", "H", "H", "H", "H"], "positions_angstrom": [[-0.36317, 2.49917, 1.10121], [0.01887, 1.40804, -0.68161], [0.66227, 0.67585, -3.03491], [0.50341, 1.75658, -1.92820], [0.80608, 3.07007, -1.92946], [-0.63969, -0.43585, -0.22904], [1.21782, 3.50914, -2.82671], [0.47947, 3.59494, -0.68513], [0.57923, 4.61524, -0.36750], [-0.01511, 2.53612, 0.07818], [1.12676, 1.08385, -4.05876], [-1.76081, -1.92743, 0.61076], [-1.85689, -2.16043, 1.66752], [-0.72946, -2.24327, 0.32233], [-2.46547, -2.46321, -0.02149], [-0.75467, 0.06125, -3.16256], [1.51194, -0.41198, -2.33339], [-1.40251, -0.41847, -2.02080], [1.13330, -0.85859, -1.07828], [-1.57683, -0.08369, -4.21780], [2.68788, -0.98281, -2.66564], [-1.23637, 0.22417, -5.19662], [3.14188, -0.73031, -3.61122], [-2.76938, -0.64787, -3.78095], [3.06765, -1.83241, -1.63167], [-2.63342, -0.85262, -2.40841], [2.08962, -1.72223, -0.64288], [-3.63162, -0.88041, -4.37755], [3.94428, -2.45234, -1.59529], [-3.31768, -1.27921, -1.68796], [2.00477, -2.17502, 0.33225], [-2.00352, -0.74380, 0.53299], [-1.40128, 0.83534, 3.57533], [0.22442, -0.02963, 3.11483], [1.59105, 0.99311, 3.92645], [0.21467, -1.75129, 3.89472], [0.47424, -0.11881, 1.51020], [-1.48469, 0.93807, 4.66763], [-2.27595, 0.26792, 3.22999], [-1.45913, 1.84411, 3.14265], [1.46928, 1.02432, 5.01812], [2.58378, 0.57194, 3.71000], [1.58454, 2.02856, 3.55924], [-0.65482, -2.34102, 3.57531], [1.12070, -2.30563, 3.61076], [0.19455, -1.68945, 4.99332]], "total_charge": 2, "orbital_gap_ev": [7.70, 4.60], "e_above_lowest_kcal_mol": 32.55, "multiplicity": 6, "s2": 8.78, "homo_energy_ev": [-12.96, -15.45]}

---

Entry 5:
{"formula": "C13H23Cl19", "method": "ωB97M-V with the def2-TZVPD basis set", "species": ["Cl", "C", "C", "Cl", "H", "H", "H", "H", "Cl", "C", "C", "Cl", "H", "H", "H", "H", "Cl", "C", "C", "Cl", "H", "H", "H", "H", "Cl", "C", "C", "Cl", "H", "H", "H", "H", "Cl", "C", "C", "Cl", "H", "H", "H", "H", "C", "Cl", "Cl", "Cl", "H", "C", "Cl", "Cl", "Cl", "H", "C", "Cl", "Cl", "Cl", "H"], "positions_angstrom": [[-6.12826, 2.00030, 4.13973], [-4.76493, 0.92292, 4.52728], [-4.08874, 1.37217, 5.85210], [-2.78356, 0.15984, 6.16540], [-4.07951, 1.01066, 3.68431], [-5.08785, -0.11393, 4.62083], [-4.81996, 1.28737, 6.65598], [-3.70627, 2.37849, 5.68139], [1.46315, -1.78536, -2.49618], [1.18685, -1.30137, -0.80310], [-0.00763, -2.01804, -0.16388], [-0.31532, -1.22860, 1.42351], [1.00027, -0.22849, -0.85024], [2.09954, -1.45282, -0.22677], [0.24203, -3.05833, 0.04485], [-0.94996, -1.86913, -0.69108], [1.87057, 4.65992, -0.81586], [3.08468, 6.00751, -0.83973], [4.49861, 5.52416, -1.29777], [5.54858, 7.02633, -1.40879], [3.19364, 6.38177, 0.17819], [2.63907, 6.78094, -1.46531], [4.44531, 5.18808, -2.33330], [4.92636, 4.71873, -0.70077], [-8.21918, -1.48348, -1.98052], [-7.93211, -3.26327, -1.89132], [-6.61787, -3.38669, -1.14506], [-6.61947, -2.74080, 0.54787], [-7.86515, -3.71189, -2.88246], [-8.76654, -3.67914, -1.32662], [-5.83010, -2.89633, -1.71696], [-6.47405, -4.46271, -1.04708], [7.80740, 0.36883, -0.48693], [7.48678, -1.21077, -1.28188], [8.70571, -1.68218, -2.12007], [10.19130, -1.63828, -1.14011], [6.60518, -1.15080, -1.92007], [7.26222, -1.91255, -0.47865], [8.78864, -1.15685, -3.07152], [8.40614, -2.67425, -2.45792], [-2.24999, -6.51428, -3.42157], [-3.45678, -7.32176, -2.41712], [-0.77577, -6.23642, -2.45372], [-2.87315, -5.06060, -4.11038], [-1.91081, -7.09778, -4.27748], [4.76416, 2.45356, 4.19941], [4.47289, 4.21295, 4.11958], [3.77191, 1.51009, 3.06643], [4.32015, 1.92253, 5.81444], [5.81274, 2.21228, 4.02518], [-3.62033, 2.89536, -1.72045], [-3.54302, 4.24502, -2.92114], [-3.19828, 1.28579, -2.50130], [-5.12522, 2.75101, -0.84249], [-2.78413, 3.06008, -1.04093]], "total_charge": 0, "orbital_gap_ev": 10.88, "e_above_lowest_kcal_mol": 34.00, "multiplicity": 1, "smiles": "ClC(Cl)Cl.ClC(Cl)Cl.ClC(Cl)Cl.ClCCCl.ClCCCl.ClCCCl.ClCCCl.ClCCCl", "homo_energy_ev": -10.71}

---

Number 1: total energy -1683.7495 Eh. Number 2: total energy -1883.8238 Eh. Number 3: total energy -3334.5409 Eh. Number 4: total energy -1330.8521 Eh. Number 5: total energy -9252.7440 Eh.